# C8H8FO3S

An isolated ion of composition C8H8FO3S and charge -1 in a non-equilibrium geometry (ωB97M-V with the def2-TZVPD basis set, the Open Molecules 2025 dataset).

Values from the calculation:
Orbital gap: 8.292 eV
E_HOMO: -4.814 eV
E_tot: -1033.44266 a.u.
Net charge: -1
Energy above the lowest of the compared OMol25 structures with the same formula, charge and spin: 0.0 kcal/mol
2S+1: 1
E_LUMO: 3.48 eV

Atoms and positions in Å:
C -2.308 -0.881 -1.296
C -2.395 -0.159 -0.125
C -1.119 -1.199 -1.927
C -1.307 0.384 0.405
C 0.061 -0.683 -1.387
C -0.058 0.097 -0.186
C 0.839 2.048 1.330
C 1.106 0.819 0.370
O 1.160 -2.464 1.569
O 3.508 -2.307 0.944
O 2.064 0.074 0.817
F 1.684 1.529 -0.867
S 2.162 -1.968 0.601
H -3.175 -1.115 -1.875
H -3.387 0.153 0.161
H -1.025 -1.576 -2.947
H -1.169 1.051 1.225
H 1.035 -1.085 -1.589
H 1.661 2.715 1.129
H -0.135 2.687 1.182
H 0.799 1.879 2.465

Atomic charges from the natural (NBO) analysis, expressed in e, are listed below: number 1, C, carries -0.225; number 2, C, carries -0.224; number 3, C, carries -0.226; number 4, C, carries -0.206; number 5, C, carries -0.180; number 6, C, carries -0.040; number 7, C, carries -0.669; number 8, C, carries 0.592; number 9, O, carries -0.971; number 10, O, carries -0.957; number 11, O, carries -0.768; number 12, F, carries -0.489; number 13, S, carries 1.695; number 14, H, carries 0.192; number 15, H, carries 0.196; number 16, H, carries 0.203; number 17, H, carries 0.220; number 18, H, carries 0.228; number 19, H, carries 0.233; number 20, H, carries 0.186; number 21, H, carries 0.212